The following is a DFT calculation (the ωB97M-V functional and the def2-TZVPD basis) of 2 unconnected molecules or ions with the total composition C2H7NOS.

Each atom is followed by the atoms it is bonded to, with distances in Å.
Element x y z (Å)
1 N -0.869 1.797 -0.197  C2 1.341, H4 0.990, H5 1.027
2 C -1.836 2.532 0.370  N1 1.341, O3 1.264, H6 1.279
3 O -2.838 2.908 -0.303  C2 1.264
4 H -1.334 1.247 -0.877  N1 0.990
5 H -0.122 2.438 -0.491  N1 1.027
6 H -1.434 2.947 1.511  C2 1.279
7 C 2.738 -2.048 0.201  S8 1.780, H9 1.098, H10 1.060, H11 1.102
8 S 1.013 -2.381 -0.084  C7 1.780, H12 1.443
9 H 2.989 -1.890 1.258  C7 1.098
10 H 3.376 -2.873 0.015  C7 1.060
11 H 3.083 -1.235 -0.458  C7 1.102
12 H 0.607 -1.283 0.760  S8 1.443

ΔE to the lowest compared entry with this formula, charge and spin: 46.7 kcal/mol
E_LUMO: 0.70 eV
Electronic energy: -608.5228 hartree
SMILES string: NC=O.CS
Molecular weight: 93.15 u
Frontier orbital gap: 9.8408 eV

***

The following is a DFT calculation (the ωB97M-V functional and the def2-TZVPD basis) of 5 unconnected molecules or ions with the total composition C25H34BrF12N2O11.

Each atom is followed by the atoms it is bonded to, with distances in Å.
Element x y z (Å)
1 C 4.348 0.167 2.524  C2 1.567, H16 1.114, H17 1.108, H18 1.110
2 C 3.672 -1.078 1.855  C1 1.567, Br3 2.010, C4 1.556, H19 1.100
3 Br 5.112 -2.477 1.752  C2 2.010
4 C 2.512 -1.703 2.683  C2 1.556, C5 1.562, H20 1.108, H21 1.113
5 C 1.079 -1.268 2.239  C4 1.562, C6 1.592, C8 1.571, C12 1.566
6 C 0.146 -2.482 2.677  C5 1.592, N7 1.470, H22 1.116, H23 1.115
7 N 0.495 -3.018 4.001  C6 1.470, H24 1.016, H25 1.012
8 C 0.754 -1.162 0.705  C5 1.571, C9 1.577, H26 1.113, H27 1.120
9 C -0.274 0.029 0.605  C8 1.577, O10 1.192, N11 1.444
10 O -1.261 0.139 -0.055  C9 1.192
11 N 0.274 0.952 1.571  C9 1.444, C12 1.502, H28 1.025
12 C 0.440 0.060 2.768  C5 1.566, N11 1.502, C13 1.558, H29 1.119
13 C 0.883 0.690 4.123  C12 1.558, O14 1.246, O15 1.255
14 O -0.049 1.045 4.870  C13 1.246
15 O 2.079 0.815 4.483  C13 1.255
16 H 5.320 0.374 2.020  C1 1.114
17 H 3.751 1.099 2.464  C1 1.108
18 H 4.609 -0.060 3.579  C1 1.110
19 H 3.426 -0.849 0.807  C2 1.100
20 H 2.627 -1.523 3.770  C4 1.108
21 H 2.587 -2.806 2.554  C4 1.113
22 H 0.273 -3.292 1.921  C6 1.116
23 H -0.934 -2.206 2.671  C6 1.115
24 H 0.639 -2.289 4.693  N7 1.016
25 H -0.155 -3.728 4.314  N7 1.012
26 H 0.467 -2.098 0.176  C8 1.113
27 H 1.559 -0.781 0.027  C8 1.120
28 H -0.540 1.524 1.820  N11 1.025
29 H -0.626 -0.203 2.980  C12 1.119
30 C 2.998 5.840 -1.142  C31 1.515, H39 1.092, H40 1.090, H41 1.091
31 C 2.572 4.642 -0.318  C30 1.515, O32 1.436, H42 1.089, H43 1.090
32 O 3.218 3.446 -0.780  C31 1.436, C33 1.333
33 C 4.470 3.258 -0.364  O32 1.333, O34 1.196, C35 1.530
34 O 5.079 4.003 0.347  C33 1.196
35 C 5.004 1.925 -0.892  C33 1.530, F36 1.347, F37 1.340, F38 1.337
36 F 4.735 1.745 -2.200  C35 1.347
37 F 4.453 0.894 -0.236  C35 1.340
38 F 6.330 1.814 -0.760  C35 1.337
39 H 2.821 5.657 -2.204  C30 1.092
40 H 2.446 6.730 -0.838  C30 1.090
41 H 4.064 6.039 -1.025  C30 1.091
42 H 1.501 4.477 -0.434  C31 1.089
43 H 2.762 4.795 0.745  C31 1.090
44 C -2.030 0.197 -2.690  C45 1.515, H53 1.091, H54 1.087, H55 1.089
45 C -2.174 0.061 -4.192  C44 1.515, O46 1.443, H56 1.090, H57 1.091
46 O -3.111 1.026 -4.714  C45 1.443, C47 1.330
47 C -2.643 2.257 -4.897  O46 1.330, O48 1.196, C49 1.531
48 O -1.525 2.615 -4.662  C47 1.196
49 C -3.733 3.151 -5.493  C47 1.531, F50 1.345, F51 1.347, F52 1.338
50 F -4.914 3.005 -4.867  C49 1.345
51 F -3.944 2.869 -6.793  C49 1.347
52 F -3.419 4.451 -5.426  C49 1.338
53 H -3.004 0.130 -2.204  C44 1.091
54 H -1.385 -0.582 -2.293  C44 1.087
55 H -1.606 1.163 -2.421  C44 1.089
56 H -2.579 -0.922 -4.435  C45 1.090
57 H -1.212 0.149 -4.699  C45 1.091
58 C -7.688 4.563 -4.930  C59 1.515, H67 1.092, H68 1.090, H69 1.090
59 C -8.574 4.958 -3.767  C58 1.515, O60 1.439, H70 1.090, H71 1.091
60 O -9.831 4.259 -3.816  C59 1.439, C61 1.334
61 C -9.823 3.008 -3.355  O60 1.334, O62 1.195, C63 1.531
62 O -8.867 2.441 -2.917  C61 1.195
63 C -11.231 2.411 -3.428  C61 1.531, F64 1.345, F65 1.346, F66 1.336
64 F -11.823 2.653 -4.611  C63 1.345
65 F -12.029 2.928 -2.476  C63 1.346
66 F -11.227 1.086 -3.259  C63 1.336
67 H -8.209 4.714 -5.878  C58 1.092
68 H -6.771 5.152 -4.932  C58 1.090
69 H -7.418 3.509 -4.878  C58 1.090
70 H -8.811 6.020 -3.830  C59 1.090
71 H -8.079 4.793 -2.810  C59 1.091
72 C 3.588 -8.084 4.949  C73 1.515, H81 1.092, H82 1.091, H83 1.091
73 C 5.101 -8.070 5.019  C72 1.515, O74 1.436, H84 1.090, H85 1.091
74 O 5.671 -7.730 3.746  C73 1.436, C75 1.339
75 C 5.692 -6.425 3.448  O74 1.339, O76 1.193, C77 1.530
76 O 5.277 -5.557 4.152  C75 1.193
77 C 6.363 -6.203 2.090  C75 1.530, F78 1.346, F79 1.348, F80 1.332
78 F 5.921 -7.065 1.155  C77 1.346
79 F 7.698 -6.371 2.169  C77 1.348
80 F 6.148 -4.976 1.618  C77 1.332
81 H 3.247 -8.749 4.152  C72 1.092
82 H 3.163 -8.419 5.896  C72 1.091
83 H 3.196 -7.091 4.727  C72 1.091
84 H 5.467 -9.068 5.263  C73 1.090
85 H 5.462 -7.393 5.794  C73 1.091

Net charge: -1
E_LUMO: 1.91 eV
Electronic energy: -5682.7031 hartree
Molecular weight: 846.43 u
Frontier orbital gap: 6.5561 eV

***

The following is a DFT calculation (the ωB97M-V functional and the def2-TZVPD basis) of C7H12NO3P in the gas phase.

Each atom is followed by the atoms it is bonded to, with distances in Å.
Element x y z (Å)
1 C 1.683 -1.146 -0.681  C2 1.500, H13 1.072, H14 1.026, H15 1.078
2 C 1.461 -0.005 0.267  C1 1.500, C3 1.548, P4 1.897, H16 1.217
3 C 0.939 -0.364 1.679  C2 1.548, H17 1.072, H18 1.163, H19 1.102
4 P 0.177 1.311 -0.200  C2 1.897, O5 1.645, H20 1.461
5 O -0.839 0.310 -1.021  P4 1.645, N6 1.349
6 N -2.031 0.166 -0.406  O5 1.349, C7 1.384, C11 1.374
7 C -2.400 -1.042 0.160  N6 1.384, O8 1.316, C9 1.338
8 O -1.702 -2.121 -0.125  C7 1.316, H21 1.010
9 C -3.556 -0.845 0.804  C7 1.338, C10 1.452, H22 1.062
10 C -3.778 0.590 0.804  C9 1.452, C11 1.337, H23 1.159
11 C -2.883 1.167 -0.006  N6 1.374, C10 1.337, O12 1.367
12 O -2.580 2.476 -0.260  C11 1.367, H24 0.957
13 H 1.803 -0.978 -1.732  C1 1.072
14 H 2.449 -1.753 -0.368  C1 1.026
15 H 0.743 -1.665 -0.592  C1 1.078
16 H 2.386 0.771 0.417  C2 1.217
17 H 0.554 0.541 2.106  C3 1.072
18 H 0.080 -1.130 1.514  C3 1.163
19 H 1.654 -0.857 2.357  C3 1.102
20 H 0.851 1.556 -1.473  P4 1.461
21 H -1.568 -2.099 -1.126  O8 1.010
22 H -4.247 -1.616 1.042  C9 1.062
23 H -4.581 1.168 1.408  C10 1.159
24 H -3.189 3.176 -0.025  O12 0.957

ΔE to the lowest compared entry with this formula, charge and spin: 96.1 kcal/mol
E_LUMO: 0.65 eV
Electronic energy: -895.6194 hartree
SMILES string: CC(C)POn1c(O)ccc1O
Molecular weight: 189.15 u
Frontier orbital gap: 8.4128 eV